DFT (wB97M-V/def2-TZVPD) results for a single C3H6O2 molecule in a non-equilibrium geometry.

## Properties
SMILES: C[C@@H](O)C=O
LUMO level: 0.8 eV
energy above the lowest of the compared OMol25 structures with the same formula, charge and spin: 169.0 kJ/mol
gap between HOMO and LUMO: 10.89 eV

Structure (ORCA input):
```
! wB97M-V def2-TZVPD RIJCOSX def2/J DEFGRID3
* xyz 0 1
C 1.32 0.15 0.37
C -0.04 -0.38 -0.38
O -0.60 -1.52 0.17
C -1.08 0.72 -0.33
O -2.01 0.48 0.35
H 2.10 -0.73 0.32
H 1.00 0.34 1.32
H 1.62 1.03 -0.17
H 0.32 -0.63 -1.38
H -1.45 -1.15 0.55
H -1.18 1.68 -0.83
*
```

Löwdin population analysis, charges in e, atoms 1 to 5: -0.0082, -0.3978, -0.0384, -0.1966, 0.0700

DFT (wB97M-V/def2-TZVPD) results for a molecular structure, C34H52N3O3SV.

## Properties
LUMO level (alpha / beta): -2.8 / -2.9 eV
expectation value of S²: 3.77
energy above the lowest of the compared OMol25 structures with the same formula, charge and spin: 0.0 kJ/mol
gap between HOMO and LUMO (alpha / beta): 6.75 / 7.33 eV

Structure (ORCA input):
```
! wB97M-V def2-TZVPD RIJCOSX def2/J DEFGRID3
* xyz 1 4
V 0.80 0.48 0.71
C 0.95 1.03 2.92
C 0.46 2.19 2.25
C 1.50 2.60 1.33
C 2.58 1.68 1.51
C 2.26 0.72 2.49
C 3.17 -0.31 3.13
C 3.28 0.01 4.63
C 2.61 -1.72 2.96
C 4.58 -0.24 2.52
C 1.66 3.83 0.42
C 3.00 3.76 -0.34
C 0.58 3.93 -0.66
C 1.72 5.11 1.27
C -0.82 2.86 2.79
C -0.40 3.71 4.00
C -1.59 3.75 1.82
C -1.81 1.79 3.29
H 0.41 0.49 3.68
H 3.51 1.72 0.98
H 2.31 -0.07 5.12
H 3.66 1.02 4.78
H 3.96 -0.69 5.11
H 1.60 -1.79 3.38
H 3.24 -2.45 3.48
H 2.55 -2.01 1.91
H 5.02 0.74 2.67
H 4.57 -0.46 1.45
H 5.22 -0.98 3.00
H 3.07 2.85 -0.95
H 3.85 3.79 0.34
H 3.07 4.62 -1.01
H 0.72 3.14 -1.40
H 0.67 4.89 -1.18
H -0.43 3.85 -0.27
H 2.51 5.03 2.02
H 0.79 5.31 1.79
H 1.94 5.97 0.63
H 0.29 4.50 3.71
H 0.09 3.09 4.75
H -1.28 4.17 4.45
H -1.01 4.60 1.46
H -2.46 4.15 2.33
H -1.96 3.20 0.95
H -1.43 1.26 4.16
H -2.03 1.05 2.51
H -2.74 2.27 3.58
C -2.81 1.48 -1.70
C -2.35 1.41 -3.00
C -1.04 1.02 -3.22
C -0.23 0.71 -2.14
N -0.67 0.81 -0.88
C -1.94 1.16 -0.67
C 1.17 0.25 -2.29
C 1.82 0.17 -3.52
C 3.12 -0.30 -3.56
C 3.74 -0.68 -2.38
C 3.04 -0.55 -1.20
N 1.79 -0.07 -1.15
H -3.83 1.77 -1.47
H -2.99 1.66 -3.83
H -0.66 0.95 -4.23
H -2.26 1.19 0.36
H 1.32 0.47 -4.42
H 3.64 -0.36 -4.51
H 4.75 -1.06 -2.37
H 3.49 -0.81 -0.25
O -2.08 -1.35 0.98
C -0.97 -2.04 0.93
O 0.13 -1.52 0.91
C -1.16 -3.55 0.99
N -2.60 -3.84 0.89
C -3.00 -4.64 2.07
C -2.01 -4.22 3.13
C -0.70 -4.12 2.34
H -0.59 -3.96 0.16
H -2.85 -4.26 0.01
H -2.79 -2.06 0.95
H -2.91 -5.72 1.87
H -4.04 -4.43 2.33
H -1.95 -4.92 3.96
H -2.28 -3.24 3.54
H -0.29 -5.12 2.18
H 0.07 -3.51 2.81
C 1.05 -3.74 -2.51
S -0.73 -3.57 -2.61
C -0.83 -3.24 -4.37
O -1.07 -2.28 -1.93
H 1.51 -2.83 -2.90
H 1.37 -4.61 -3.07
H 1.30 -3.86 -1.46
H -0.49 -4.12 -4.92
H -0.21 -2.37 -4.60
H -1.87 -3.04 -4.61
*
```

Löwdin population analysis, charges in e, atoms 1 to 5: 0.8056, -0.0863, -0.1742, -0.1669, -0.0792

DFT (wB97M-V/def2-TZVPD) results for 2 unconnected molecules or ions with the total composition C2H9NO in a non-equilibrium geometry.

## Properties
SMILES: COC.N
LUMO level: 1.0 eV
energy above the lowest of the compared OMol25 structures with the same formula, charge and spin: 159.8 kJ/mol
gap between HOMO and LUMO: 10.75 eV

Structure (ORCA input):
```
! wB97M-V def2-TZVPD RIJCOSX def2/J DEFGRID3
* xyz 0 1
C -1.96 -0.76 -0.45
O -2.82 0.29 -0.10
C -3.06 0.57 1.27
H -1.00 -0.85 0.11
H -2.53 -1.64 -0.28
H -1.80 -0.70 -1.45
H -3.29 -0.30 1.86
H -2.31 1.12 1.90
H -3.70 1.43 1.16
N 5.79 0.08 -1.20
H 5.03 0.72 -1.64
H 6.21 0.75 -0.57
H 5.43 -0.70 -0.61
*
```

Löwdin population analysis, charges in e, atoms 1 to 5: -0.1247, -0.2263, -0.1257, 0.1075, 0.0725

DFT (wB97M-V/def2-TZVPD) results for a molecular structure, C20H36IrN4O7P2 in a non-equilibrium geometry.

## Properties
LUMO level (alpha / beta): 0.2 / -1.0 eV
expectation value of S²: 8.76
energy above the lowest of the compared OMol25 structures with the same formula, charge and spin: 1.6 kJ/mol
gap between HOMO and LUMO (alpha / beta): 6.87 / 7.55 eV

Structure (ORCA input):
```
! wB97M-V def2-TZVPD RIJCOSX def2/J DEFGRID3
* xyz 0 6
Ir -2.04 0.19 0.17
C 3.99 -1.51 0.06
N 2.94 -0.52 0.17
C 3.41 0.85 0.29
P 1.43 -0.69 -0.50
O 0.45 0.15 0.21
O 1.15 -2.29 -0.25
P -0.34 -2.67 0.38
O -1.41 -2.03 -0.40
N -0.20 -2.30 2.00
C 1.09 -1.97 2.57
C -1.28 -1.51 2.55
N -0.45 -4.32 0.29
C -0.93 -4.89 -0.95
C 0.44 -5.17 1.05
N 1.44 -0.46 -2.15
C 2.37 -1.24 -2.95
C 0.13 -0.35 -2.76
H 4.73 -1.24 -0.71
H 3.56 -2.48 -0.18
H 4.51 -1.57 1.02
H 3.97 1.17 -0.59
H 4.06 0.93 1.16
H 2.54 1.49 0.42
H 1.85 -2.64 2.18
H 1.02 -2.10 3.65
H 1.38 -0.94 2.36
H -2.23 -1.88 2.16
H -1.18 -0.43 2.33
H -1.28 -1.64 3.64
H -1.61 -4.18 -1.41
H -1.48 -5.81 -0.74
H -0.11 -5.13 -1.65
H 0.65 -4.70 2.00
H 1.38 -5.37 0.52
H -0.05 -6.13 1.24
H 3.33 -1.30 -2.45
H 2.51 -0.73 -3.91
H 2.00 -2.25 -3.14
H -0.51 0.29 -2.14
H -0.36 -1.32 -2.85
H 0.25 0.09 -3.75
O -5.73 1.68 1.76
C -4.72 1.06 1.72
O -3.52 1.16 1.91
C -5.00 -0.67 1.17
O -6.00 -1.12 1.65
O -4.08 -0.99 0.46
C -2.36 4.22 -1.31
C -1.30 3.09 -1.29
C -0.47 3.17 -2.60
C -2.01 1.78 -1.27
C -0.41 3.35 -0.09
C -0.73 2.82 1.15
C 0.04 3.06 2.27
C 1.15 3.88 2.19
C 1.47 4.45 0.97
C 0.71 4.19 -0.16
H -2.95 4.18 -2.22
H -1.88 5.20 -1.23
H -3.03 4.10 -0.47
H -1.06 2.82 -3.44
H 0.42 2.55 -2.51
H -0.16 4.20 -2.81
H -2.67 1.66 -2.14
H -1.65 2.24 1.25
H -0.25 2.64 3.22
H 1.75 4.10 3.06
H 2.32 5.11 0.89
H 0.98 4.67 -1.08
*
```

Löwdin population analysis, charges in e, atoms 1 to 5: 1.2566, -0.1138, -0.2999, -0.0856, 0.5090

DFT (wB97M-V/def2-TZVPD) results for 2 unconnected molecules or ions with the total composition CH2NO3S in a non-equilibrium geometry.

## Properties
LUMO level: 4.2 eV
energy above the lowest of the compared OMol25 structures with the same formula, charge and spin: 163.1 kJ/mol
gap between HOMO and LUMO: 8.57 eV

Structure (ORCA input):
```
! wB97M-V def2-TZVPD RIJCOSX def2/J DEFGRID3
* xyz -1 1
C -2.38 0.06 0.61
N -1.63 0.89 0.20
O 2.36 -0.48 0.07
O -0.07 -1.11 -0.03
O 0.84 1.22 -0.66
S 1.07 0.12 0.33
H 0.57 -1.73 -0.24
H -0.78 1.02 -0.27
*
```

Löwdin population analysis, charges in e, atoms 1 to 5: -0.0877, -0.0081, -0.5094, -0.3579, -0.5241

DFT (wB97M-V/def2-TZVPD) results for 4 unconnected molecules or ions with the total composition C4H12O4 in a non-equilibrium geometry.

## Properties
LUMO level (alpha / beta): 3.5 / 3.5 eV
expectation value of S²: 0.76
energy above the lowest of the compared OMol25 structures with the same formula, charge and spin: 204.8 kJ/mol
gap between HOMO and LUMO (alpha / beta): 3.39 / 6.95 eV

Structure (ORCA input):
```
! wB97M-V def2-TZVPD RIJCOSX def2/J DEFGRID3
* xyz -1 2
C -1.70 0.69 1.35
C -0.85 -0.22 0.89
O -1.23 -1.14 0.00
C 0.41 -0.72 1.52
C 1.04 -0.22 2.60
H -2.69 0.95 1.03
H -1.40 1.33 2.23
H -1.90 -0.91 -0.67
H 0.83 -1.71 1.02
H 0.76 0.68 3.12
H 2.08 -0.65 2.91
H 0.07 1.49 -2.36
H -0.40 0.43 -3.44
O -0.62 1.28 -3.02
H 0.09 -2.64 -1.41
H 1.57 -2.38 -1.87
O 0.74 -2.74 -2.17
H 0.33 2.37 -0.63
H 1.65 1.91 -0.22
O 1.23 2.18 -0.89
*
```

Löwdin population analysis, charges in e, atoms 1 to 5: -0.0611, -0.5600, -0.0612, -0.2646, -0.1722

DFT (wB97M-V/def2-TZVPD) results for 2 unconnected molecules or ions with the total composition C2H7N2O2 in a non-equilibrium geometry.

## Properties
LUMO level (alpha / beta): -8.7 / -6.8 eV
energy above the lowest of the compared OMol25 structures with the same formula, charge and spin: 929.4 kJ/mol
gap between HOMO and LUMO (alpha / beta): 7.20 / 8.83 eV

Structure (ORCA input):
```
! wB97M-V def2-TZVPD RIJCOSX def2/J DEFGRID3
* xyz 1 1
C 0.86 -0.83 1.68
C -0.32 0.40 -2.46
N -0.76 0.29 0.62
N -0.21 0.19 1.70
O -0.43 0.77 2.68
O 0.42 0.25 -1.37
H 0.40 -1.71 2.18
H 1.53 -0.51 2.48
H 1.05 -1.04 0.66
H -0.80 -0.65 -2.71
H 0.51 0.54 -3.21
H -1.00 1.25 -2.45
H -1.24 1.06 0.20
*
```

Löwdin population analysis, charges in e, atoms 1 to 5: 0.1099, -0.1626, 0.3150, -0.3799, 0.2267

DFT (wB97M-V/def2-TZVPD) results for a single C19H22BNO5 molecule in a non-equilibrium geometry.

## Properties
SMILES: COc1ccc(CC(=O)N[C@H](C[C@H]2COc3ccccc32)B(O)O)cc1
LUMO level: -0.2 eV
energy above the lowest of the compared OMol25 structures with the same formula, charge and spin: 212.0 kJ/mol
gap between HOMO and LUMO: 7.95 eV

Structure (ORCA input):
```
! wB97M-V def2-TZVPD RIJCOSX def2/J DEFGRID3
* xyz 0 1
C 0.00 -5.67 -3.38
O -0.69 -4.49 -3.79
C -1.15 -3.72 -2.74
C -2.07 -2.69 -3.07
C -2.67 -1.89 -2.14
C -2.33 -2.11 -0.81
C -2.87 -1.11 0.22
C -1.85 -0.50 1.15
O -2.25 0.02 2.17
N -0.52 -0.57 0.81
C 0.55 -0.19 1.74
C 0.54 1.31 1.89
C 0.59 2.14 0.53
C -0.83 2.58 0.01
O -0.92 4.02 0.13
C 0.27 4.49 0.67
C 0.63 5.81 1.08
C 1.93 6.01 1.58
C 2.92 5.05 1.60
C 2.49 3.74 1.32
C 1.25 3.47 0.83
B 1.91 -0.95 1.31
O 2.19 -1.30 0.02
O 2.90 -1.12 2.19
C -1.51 -3.17 -0.39
C -0.79 -3.81 -1.39
H -0.45 -6.27 -2.55
H 0.37 -6.33 -4.13
H 0.98 -5.22 -3.06
H -2.36 -2.65 -4.17
H -3.42 -1.19 -2.46
H -3.35 -0.38 -0.29
H -3.75 -1.58 0.72
H -0.26 -1.09 -0.04
H 0.28 -0.58 2.70
H -0.37 1.64 2.34
H 1.43 1.55 2.53
H 1.13 1.42 -0.12
H -1.05 2.41 -1.08
H -1.59 2.03 0.60
H -0.11 6.59 1.02
H 2.19 7.02 1.84
H 3.88 5.26 2.00
H 3.10 2.87 1.51
H 3.13 -1.55 -0.17
H 3.65 -1.59 1.75
H -1.16 -3.18 0.65
H 0.00 -4.51 -1.16
*
```

Löwdin population analysis, charges in e, atoms 1 to 5: -0.0929, -0.0892, -0.2660, -0.0109, -0.0397

DFT (wB97M-V/def2-TZVPD) results for 9 unconnected molecules or ions with the total composition C35H51ClF5N14O3S in a non-equilibrium geometry.

## Properties
LUMO level: -4.8 eV
gap between HOMO and LUMO: 6.80 eV

Structure (ORCA input):
```
! wB97M-V def2-TZVPD RIJCOSX def2/J DEFGRID3
* xyz 1 1
C 0.22 0.98 2.73
C -0.34 1.19 1.45
N 0.11 0.59 0.19
C -0.43 -0.70 -0.17
N 0.54 -1.84 -0.24
N 1.40 -1.62 0.82
C 1.82 -2.84 1.56
C 1.76 -2.46 3.14
C 1.22 -1.88 -1.57
C 2.69 -2.36 -1.61
C 3.22 -2.38 -3.04
C 2.33 -1.93 -4.18
N 0.98 -1.50 -4.20
C 0.52 -1.53 -2.86
N -1.70 -0.98 -0.48
C -2.16 -2.34 -0.89
C -2.69 -3.28 0.28
O -3.91 -3.18 0.57
N -1.93 -4.28 1.03
C -0.95 -5.02 0.19
C -1.33 -3.73 2.29
C -2.72 0.11 -0.50
C -3.68 0.21 0.79
C -5.20 -0.26 0.42
Cl -3.04 -0.57 2.31
S 0.51 1.64 -1.08
O -0.39 1.60 -2.28
O 1.89 1.25 -1.58
C 0.74 3.39 -0.41
F 1.11 4.16 -1.55
F -0.48 3.97 0.04
C 1.96 3.54 0.63
F 1.56 4.24 1.80
F 3.02 4.31 0.09
F 2.52 2.34 1.06
H -0.39 1.29 3.65
H 1.23 0.49 2.91
H -1.26 1.88 1.42
H 2.16 -0.95 0.64
H 2.95 -3.02 1.36
H 1.26 -3.79 1.31
H 2.34 -1.46 3.22
H 2.26 -3.24 3.80
H 0.69 -2.20 3.47
H 3.33 -2.66 -0.73
H 4.28 -2.72 -3.25
H 2.82 -1.94 -5.22
H -0.58 -1.23 -2.77
H -1.39 -2.90 -1.54
H -3.05 -2.17 -1.60
H -0.31 -5.67 0.91
H -1.43 -5.75 -0.55
H -0.19 -4.33 -0.34
H -1.12 -2.60 2.14
H -2.08 -3.77 3.17
H -0.38 -4.26 2.63
H -2.25 1.14 -0.65
H -3.41 -0.05 -1.41
H -3.78 1.33 1.03
H -5.53 -0.91 1.32
H -5.90 0.64 0.43
H -5.26 -0.90 -0.51
C -0.26 -5.25 -5.56
C -1.02 -4.93 -4.32
N -1.63 -4.68 -3.34
H 0.69 -5.71 -5.30
H -0.83 -5.94 -6.18
H -0.07 -4.33 -6.12
C -9.12 1.67 0.95
C -8.11 0.91 1.75
N -7.32 0.32 2.39
H -8.67 2.58 0.56
H -9.46 1.05 0.11
H -9.98 1.92 1.57
C -2.89 -0.30 6.54
C -1.86 -1.06 5.76
N -1.05 -1.67 5.17
H -2.77 -0.49 7.61
H -2.78 0.77 6.35
H -3.89 -0.61 6.23
C -0.33 -8.69 2.17
C 0.99 -8.02 1.94
N 2.02 -7.49 1.75
H -0.23 -9.44 2.96
H -1.08 -7.96 2.47
H -0.66 -9.19 1.26
C 5.09 2.45 -1.72
C 6.13 1.70 -2.51
N 6.94 1.11 -3.12
H 5.22 2.26 -0.66
H 5.19 3.52 -1.90
H 4.09 2.13 -2.03
C -0.79 6.90 1.71
C -1.55 7.21 2.96
N -2.15 7.45 3.94
H 0.17 6.45 1.96
H -1.36 6.21 1.09
H -0.62 7.82 1.14
C 1.54 9.61 -1.35
C 0.78 9.91 -0.09
N 0.18 10.15 0.89
H 2.50 9.16 -1.10
H 0.97 8.91 -1.97
H 1.71 10.53 -1.91
C 8.23 3.77 -5.19
C 9.55 4.44 -5.42
N 10.58 4.97 -5.61
H 8.33 3.02 -4.39
H 7.49 4.50 -4.89
H 7.90 3.27 -6.10
*
```

Löwdin population analysis, charges in e, atoms 1 to 5: 0.0970, -0.2134, -0.1435, -0.1419, -0.0440

DFT (wB97M-V/def2-TZVPD) results for a molecular structure, C39H31ClCoN10O2P2.

## Properties
LUMO level (alpha / beta): 4.3 / 4.3 eV
expectation value of S²: 3.76
gap between HOMO and LUMO (alpha / beta): 6.56 / 6.56 eV

Structure (ORCA input):
```
! wB97M-V def2-TZVPD RIJCOSX def2/J DEFGRID3
* xyz -2 4
Co 0.03 0.09 0.49
C 0.33 -3.17 1.46
P 1.27 -1.63 1.79
C 1.55 -1.61 3.59
C 0.68 -2.26 4.47
C 0.83 -2.13 5.84
C 1.84 -1.34 6.36
C 2.71 -0.68 5.50
C 2.56 -0.81 4.13
C 2.92 -2.09 1.14
C 3.73 -3.05 1.74
C 4.95 -3.39 1.19
C 5.39 -2.78 0.03
C 4.59 -1.82 -0.59
C 3.37 -1.48 -0.03
C 0.23 -3.15 -0.04
C 0.36 -4.13 -1.01
C 0.25 -3.46 -2.26
C 0.07 -2.12 -1.96
C -0.19 -0.95 -2.87
P 0.23 0.58 -1.93
C -1.07 1.74 -2.51
C -0.80 2.99 -3.04
C -1.84 3.85 -3.39
C -3.16 3.46 -3.19
C -3.44 2.22 -2.63
C -2.40 1.36 -2.29
C 1.75 1.21 -2.75
C 2.73 1.81 -1.97
C 3.91 2.28 -2.55
C 4.10 2.17 -3.92
C 3.12 1.58 -4.71
C 1.95 1.11 -4.12
N 0.06 -1.92 -0.61
H -0.65 -3.12 1.93
H 0.86 -4.05 1.84
H -0.14 -2.86 4.07
H 0.13 -2.63 6.51
H 1.95 -1.22 7.43
H 3.48 -0.03 5.90
H 3.21 -0.26 3.46
H 3.39 -3.53 2.66
H 5.57 -4.14 1.67
H 6.35 -3.04 -0.40
H 4.92 -1.33 -1.50
H 2.74 -0.74 -0.51
H 0.52 -5.19 -0.83
H 0.29 -3.90 -3.24
H -1.25 -0.89 -3.12
H 0.36 -1.05 -3.81
H 0.22 3.32 -3.16
H -1.61 4.82 -3.80
H -3.97 4.14 -3.45
H -4.46 1.92 -2.44
H -2.63 0.41 -1.81
H 2.55 1.95 -0.91
H 4.66 2.76 -1.93
H 5.01 2.54 -4.37
H 3.26 1.50 -5.78
H 1.18 0.67 -4.75
N -1.89 0.24 3.38
C -0.70 0.94 3.42
N -0.26 1.55 4.51
N 0.93 2.07 4.13
N 1.17 1.79 2.89
N 0.14 1.07 2.40
C -2.48 -0.29 2.25
N -3.67 -0.85 2.27
N -3.90 -1.20 0.98
N -2.89 -0.87 0.24
N -1.95 -0.27 1.02
H -2.42 0.21 4.22
Cl -4.36 4.49 4.01
C -3.01 4.23 2.91
C -3.14 3.29 1.89
C -2.06 3.09 1.04
C -0.88 3.82 1.19
C -0.79 4.75 2.21
C -1.84 4.95 3.08
C 0.28 3.59 0.25
O 0.93 4.58 -0.12
O 0.47 2.38 -0.12
H -4.04 2.72 1.79
H -2.12 2.33 0.27
H 0.14 5.30 2.33
H -1.76 5.65 3.90
*
```

Löwdin population analysis, charges in e, atoms 1 to 5: 0.4972, -0.2587, 1.0702, -0.3597, -0.0952